(1)
Molecular formula: C4H14N2O2
Method: DFT, the ωB97M-V functional and the def2-TZVPD basis

Results
LUMO energy: 0.822 eV
SMILES: NCNCCCO.O
HOMO level: -8.793 eV
Frontier orbital gap: 0.3533 Ha

Last column: Mulliken charge in e.
Geometry (Å):
C 0.770568 1.142537 -0.326099  -0.7218
C 1.603642 -0.149042 -0.103773  -0.8100
C 1.465957 -1.325062 -1.063351  -0.2892
O 2.073561 -1.064216 -2.358024  -0.5220
N -0.008728 1.733830 0.737738  -0.3057
C -1.274895 1.152714 1.063140  -0.4435
N -1.274752 0.213864 2.163595  -0.5303
H 0.076354 1.114132 -1.183230  0.4108
H 1.488681 1.934220 -0.580358  0.3800
H 2.668899 0.200111 -0.075920  0.3911
H 1.430229 -0.395161 0.948841  0.3753
H 2.063250 -2.138828 -0.653504  0.2353
H 0.448534 -1.559368 -1.294913  0.2937
H 2.479912 -0.205639 -2.319324  0.2951
H 0.484556 1.909707 1.606675  0.2632
H -1.704063 0.726343 0.130654  0.0583
H -2.120714 1.811825 1.306316  0.3729
H -0.406754 -0.310026 2.210793  0.2174
H -1.440409 0.522752 3.109289  0.2384
H -3.175000 -1.028317 -0.958443  0.2997
H -2.278541 -0.865537 0.391774  0.4696
O -2.821028 -1.415304 -0.170944  -0.6783

Atomic forces in eV per Å
0.237 1.007 -0.989
0.399 1.021 0.663
1.453 0.805 -0.400
-0.480 -0.157 0.417
-0.434 0.259 0.793
-1.350 -0.129 -0.101
0.565 -1.461 -0.041
0.384 -0.443 0.117
-0.131 -0.161 -0.233
-0.580 -0.586 -0.239
-0.090 -0.680 -0.183
-0.575 -0.386 0.155
-0.698 -0.483 0.352
0.307 0.480 -0.087
0.291 0.086 -0.343
0.721 -0.145 0.350
0.664 0.807 0.120
-0.180 -0.118 -0.208
-0.332 0.650 -0.280
0.156 0.887 -0.266
-0.168 0.483 -0.117
-0.158 -1.736 0.519

=====

(2)
Molecular formula: C5H8OS2
Method: DFT, the ωB97M-V functional and the def2-TZVPD basis

Results
LUMO energy: 0.143 eV
SMILES: CC1(C)OC(=S)CS1
HOMO level: -8.730 eV
Frontier orbital gap: 0.3261 Ha

Last column: Mulliken charge in e.
Geometry (Å):
C 1.005099 -0.513525 1.140191  -1.0137
C 0.476493 -0.067108 -0.224253  0.9254
C 1.273094 -0.897059 -1.241843  -1.4850
C -1.342089 1.583696 0.314094  -0.5380
C -1.997326 0.274414 -0.136044  0.3089
H 2.131760 -0.773294 1.208176  0.3318
H 0.531103 0.378122 1.697769  0.2048
H 0.225350 -1.555565 1.400240  0.2709
H 2.308617 -0.531663 -1.236698  0.4490
H 0.973365 -0.848294 -2.257801  0.4115
H 1.551091 -2.009004 -0.861639  0.2767
H -1.904805 2.502014 0.034085  0.3878
H -0.979008 1.581917 1.538928  0.1943
O -0.976396 -0.546488 -0.291349  -0.3599
S 0.248390 1.668503 -0.674288  -0.0699
S -3.524739 -0.246667 -0.409566  -0.2944

Atomic forces in eV per Å
-3.305 -0.757 1.268
-0.388 -2.554 -1.450
1.792 -1.619 1.425
0.732 1.570 1.757
1.327 0.277 0.415
-2.163 0.869 0.021
1.740 -1.755 0.715
2.845 3.156 -0.600
-0.173 0.553 0.018
-0.720 -0.225 -0.800
-1.536 2.355 -0.903
0.223 -0.742 0.679
-1.603 -0.028 -3.546
1.115 -1.673 -0.408
-0.550 -0.274 1.053
0.664 0.847 0.356

=====

(3)
Molecular formula: CHO2PS
Method: DFT, the ωB97M-V functional and the def2-TZVPD basis

Results
LUMO energy: -1.136 eV
SMILES: O=COP=S
HOMO level: -9.381 eV
Frontier orbital gap: 0.3030 Ha

Last column: Mulliken charge in e.
Geometry (Å):
C 1.018834 -0.232613 0.184503  0.4180
O 2.039415 -0.832100 0.225722  -0.3108
O -0.416129 -1.103472 -0.004931  -0.2639
P -1.747610 -0.346183 -0.391831  0.3677
S -1.603634 1.620499 0.010504  -0.3889
H 0.709123 0.893867 -0.023967  0.1780

Atomic forces in eV per Å
0.254 -0.618 -1.663
-2.893 1.425 0.366
2.554 1.194 0.456
-0.118 2.222 0.489
-0.270 -2.012 -0.500
0.473 -2.211 0.852

=====

(4)
Molecular formula: C23H41BrHoP2
Method: DFT, the ωB97M-V functional and the def2-TZVPD basis

Results
LUMO energy (spin up / spin down): -3.199 / -3.121 eV
Net charge: +1
Multiplicity: 5
HOMO level (spin up / spin down): -9.591 / -9.613 eV
Frontier orbital gap (spin up / spin down): 0.2349 / 0.2386 Ha

Last column: Mulliken charge in e.
Geometry (Å):
Ho -1.572246 -1.408074 -0.441786  0.1202
C -2.927796 0.713860 -0.021625  0.7176
C -2.617693 0.761973 -1.419016  0.7604
C -4.069806 -1.011125 -1.064738  0.2477
C -3.864722 -0.347160 0.179682  0.6528
C -3.343274 -0.293028 -2.065093  0.3646
C -2.580346 1.725262 1.008584  -1.7041
H -1.916531 2.496533 0.607089  0.4195
H -2.094650 1.262039 1.879364  0.1856
H -3.489687 2.225469 1.377248  0.5090
C -4.615267 -0.604195 1.429576  -1.2131
H -4.787772 0.329368 1.976296  0.3031
H -4.062376 -1.276822 2.096580  0.1385
H -5.583333 -1.070831 1.211265  0.3757
C -4.965195 -2.174963 -1.263690  -1.6603
H -5.989855 -1.938251 -0.942458  0.3504
H -4.634668 -3.044097 -0.675942  0.2672
H -4.993679 -2.474660 -2.315466  0.3881
C -3.489856 -0.471766 -3.531475  -1.5258
H -4.326544 0.133150 -3.923784  0.3335
H -3.700687 -1.518615 -3.785311  0.4150
H -2.589446 -0.161374 -4.079268  0.3179
C -1.887788 1.859689 -2.109199  -1.5343
H -2.600485 2.609473 -2.494052  0.3411
H -1.303534 1.500262 -2.966466  0.3006
H -1.204080 2.384818 -1.429189  0.4022
C 2.243865 3.173074 2.378877  -0.3129
C 3.453430 3.290903 1.817007  -0.7418
C 4.344340 2.217115 1.256221  -0.9670
C 4.019892 0.747620 1.620133  -0.9142
C 3.077879 0.129620 0.567823  0.1160
C 1.960359 1.030710 0.136831  -1.8211
C 0.905286 1.352832 1.156644  0.6869
C 1.381046 1.937718 2.504152  -0.9160
H 5.372940 2.426279 1.593989  0.5650
H 3.628339 0.663059 2.637776  0.2952
H 4.380053 2.310537 0.157921  0.3709
H 1.857565 1.153389 3.116072  0.2123
H 1.779726 4.064374 2.823670  0.3383
H 3.901981 4.291532 1.750931  0.3781
H 0.466055 2.233136 3.045033  0.5219
H 0.202570 2.063960 0.694908  0.2087
H 2.216575 1.855844 -0.532752  0.6932
H 0.278945 0.469812 1.403815  -0.5964
H 4.964606 0.176734 1.603059  0.6308
H 3.726087 -0.122226 -0.293533  0.6678
P 2.277202 -1.507741 0.928636  1.0356
C 1.974688 -1.627771 2.677911  -1.2738
C 3.641186 -2.653827 0.619427  -1.3847
P 0.649104 -0.339027 -1.223004  1.5529
C 1.042026 -1.929579 -0.278663  -1.0804
C 2.123738 -0.232389 -2.356294  -1.5620
C -0.293800 -1.367518 -2.653511  -1.1386
H 0.934922 -1.379360 2.921102  0.1556
H 2.656243 -0.994984 3.261404  0.3999
H 2.153649 -2.672264 2.965614  0.4904
H 3.569674 -3.466089 1.350868  0.4619
H 4.610068 -2.154585 0.741536  0.3725
H 3.571639 -3.072550 -0.389990  0.4204
H 0.412577 -2.139963 -2.989331  0.6325
H -0.455756 -0.643112 -3.461302  0.2934
H -1.273353 -1.917115 -2.492933  -0.0232
H 0.229900 -2.452944 0.320384  0.3186
H 1.457818 -2.667523 -0.988076  0.7904
H 1.748525 -0.022092 -3.367790  0.5627
H 2.661588 -1.191105 -2.377133  0.3353
H 2.816023 0.571900 -2.081013  0.3491
Br -1.457885 -1.813323 2.196454  -0.3973

Atomic forces in eV per Å
-2.160 1.603 0.112
-0.675 -0.448 -0.763
-0.635 -0.639 0.341
0.702 0.927 0.261
0.556 0.160 -0.675
0.327 0.209 0.914
0.146 0.292 0.521
-0.140 -0.115 0.133
-0.089 0.196 -0.149
0.231 -0.103 -0.127
-0.139 -0.373 0.568
-0.028 -0.170 -0.088
-0.287 0.159 0.019
0.157 0.151 0.084
-0.369 -0.486 -0.103
0.212 -0.137 -0.129
-0.209 0.085 -0.097
-0.103 -0.004 0.183
0.035 -0.123 -0.642
0.283 -0.200 0.179
0.068 0.235 -0.081
-0.242 -0.095 0.088
0.198 0.455 -0.227
0.231 -0.230 0.077
-0.096 0.105 0.131
-0.124 -0.160 -0.192
0.194 0.228 0.090
-0.356 0.199 0.183
0.253 -0.338 -0.013
0.612 -0.512 0.087
-0.418 0.225 -0.386
-2.259 -1.639 -1.043
0.287 0.524 0.287
-0.512 0.053 0.307
-0.327 -0.042 -0.054
0.182 0.208 -0.245
0.068 0.003 0.228
-0.241 0.353 -0.194
0.352 -0.202 -0.420
-0.254 -0.354 0.166
0.355 -0.185 0.020
0.213 -0.190 0.144
0.112 -0.139 0.307
0.102 0.020 -0.126
-0.208 0.194 0.131
-0.326 0.098 0.149
3.241 1.007 0.444
-0.807 -0.599 0.688
0.060 -0.553 0.199
2.063 2.193 1.045
-0.489 -0.535 0.256
-0.430 0.006 -0.980
-0.340 -1.482 -0.309
0.337 0.014 0.024
-0.092 -0.132 -0.474
-0.186 0.221 0.050
0.167 -0.043 -0.269
-0.281 -0.074 0.028
0.132 0.107 0.195
-0.246 0.144 -0.175
-0.134 -0.298 0.233
0.662 0.285 -1.029
0.932 0.344 -0.406
-0.044 0.290 0.442
0.309 -0.181 0.102
-0.140 0.218 -0.131
-0.407 -0.343 -0.001
0.015 -0.383 0.113

=====

For each record above, in turn, the calculated relative energy (zero: lowest compared OMol25 entry of this formula, charge and spin) values are 174.6; 266.2; 78.6; 79.5 kJ/mol.